{"formula": "C28H49N2O2P3Zr", "method": "ωB97M-V/def2-TZVPD", "elements": ["Zr", "P", "P", "P", "H", "C", "C", "H", "C", "C", "C", "C", "C", "C", "C", "C", "C", "H", "H", "H", "H", "H", "H", "H", "H", "H", "H", "H", "H", "H", "H", "H", "H", "H", "H", "H", "H", "H", "H", "H", "H", "H", "H", "H", "H", "H", "C", "C", "C", "C", "C", "C", "O", "H", "H", "H", "H", "H", "H", "C", "N", "N", "C", "O", "C", "C", "C", "C", "C", "C", "C", "C", "C", "H", "H", "H", "H", "H", "H", "H", "H", "H", "H", "H", "H"], "coordinates": [[-0.0867, 0.1233, -0.6696], [1.7227, 1.3178, 0.5272], [-1.4971, 2.1361, -1.2501], [2.1577, -0.8145, -2.0603], [-2.1659, -2.8925, 0.4595], [-1.5446, -3.5399, -0.1911], [-0.2636, -3.7743, 0.0994], [0.2458, -3.2820, 0.9756], [1.0513, 2.0516, 2.0448], [2.5756, 2.7099, -0.2036], [2.9721, 0.2491, 1.2874], [-3.1886, 1.5883, -1.6183], [-1.8005, 3.2274, 0.1247], [-0.7557, 2.8854, -2.7018], [3.1640, -2.1912, -1.3924], [3.4288, 0.4202, -2.5394], [1.9142, -1.4766, -3.7699], [-1.9959, -3.7662, -1.1725], [0.4049, -4.2640, -0.6105], [0.9299, 1.2768, 2.8106], [0.0983, 2.5707, 1.8916], [1.8332, 2.7490, 2.3602], [1.8418, 3.4052, -0.6368], [3.3002, 2.3846, -0.9568], [3.0788, 3.1485, 0.6655], [2.5224, -0.2980, 2.1275], [3.7217, 0.9572, 1.6611], [3.4204, -0.4710, 0.5909], [-3.4348, 1.9167, -2.6257], [-3.8569, 2.0569, -0.8980], [-3.3929, 0.5123, -1.5383], [-2.2960, 4.0912, -0.3080], [-0.8783, 3.5112, 0.6131], [-2.4370, 2.7206, 0.8519], [-1.4122, 3.7079, -2.9933], [-0.6369, 2.1813, -3.5416], [0.2511, 3.2670, -2.4711], [3.5554, -2.7761, -2.2354], [2.5359, -2.8487, -0.7790], [4.0076, -1.8361, -0.7858], [3.8760, 0.1011, -3.4896], [4.2110, 0.5247, -1.7766], [2.9381, 1.3880, -2.6999], [2.8477, -1.9122, -4.1735], [1.5802, -0.6699, -4.4426], [1.1350, -2.2465, -3.7290], [-1.7818, -1.1632, -3.4386], [-2.7221, -0.4022, -4.1421], [-3.2297, -0.8659, -5.3659], [-2.7319, -2.0687, -5.8794], [-1.7626, -2.7999, -5.1942], [-1.3497, -2.3794, -3.9189], [-1.2343, -0.7485, -2.2212], [-1.5350, 0.3052, -2.1924], [-3.0639, 0.5621, -3.7837], [-4.0041, -0.2673, -5.8733], [-3.0803, -2.4182, -6.8350], [-1.3634, -3.7269, -5.5990], [-0.6346, -2.9416, -3.3213], [-1.8407, -0.2009, 5.8067], [-1.9378, 0.1810, 4.4154], [-0.9970, -0.2456, 3.5300], [-1.4882, -0.0548, 2.2593], [-0.8305, -0.3363, 1.1666], [-2.7722, 0.5460, 2.4154], [-3.0381, 0.5899, 3.7643], [-4.2687, 0.9230, 4.5085], [0.3104, -0.6288, 4.0488], [0.8476, -1.8410, 3.6155], [2.1219, -2.2123, 4.0551], [2.8192, -1.3874, 4.9458], [2.2422, -0.2150, 5.4512], [0.9754, 0.1588, 5.0037], [-2.8252, -0.0541, 6.2512], [-1.1350, 0.4407, 6.3440], [-1.5678, -1.2593, 5.9221], [-3.3927, 0.9070, 1.6102], [-4.7201, 0.0497, 5.0009], [-4.1040, 1.6814, 5.2818], [-5.0206, 1.3168, 3.8245], [0.2448, -2.4826, 2.9764], [2.5545, -3.1523, 3.6970], [3.8196, -1.6823, 5.2936], [2.7632, 0.3778, 6.2046], [0.5296, 1.0781, 5.3883]], "largest_force_ev_per_a": 5.118, "e_homo_ev": -19.281, "total_charge": 4, "lumo_energy_ev": -13.7, "total_energy_ev": -66012.85292}

---

{"formula": "C3H9N3O3", "method": "ωB97M-V/def2-TZVPD", "elements": ["C", "C", "O", "O", "H", "H", "H", "H", "N", "C", "N", "O", "N", "H", "H", "H", "H", "H"], "coordinates": [[-1.8848, 0.6501, -1.5120], [-0.4338, 0.7317, -1.1676], [0.1956, -0.6241, -1.4222], [0.2708, 1.7233, -1.2278], [1.1692, -0.4779, -1.4361], [-1.9985, 0.5508, -2.5918], [-2.3403, -0.2001, -1.0028], [-2.3764, 1.5745, -1.1964], [0.0976, 0.5467, 1.2075], [1.1695, -0.3715, 0.9165], [0.9466, -1.6340, 1.3945], [-0.9977, -0.0002, 1.8811], [2.2134, -0.0408, 0.2538], [-1.0013, -0.9247, 1.5369], [0.2437, 1.5507, 1.1291], [1.4206, -2.3332, 0.8332], [1.1315, -1.6792, 2.3905], [2.1743, 0.9581, 0.0137]], "largest_force_ev_per_a": 4.992, "e_homo_ev": -8.790, "smiles": "[H]/N=C(/N)NO.CC(=O)O", "lumo_energy_ev": 0.7, "total_energy_ev": -13867.44822}

---

{"formula": "C57H47CdClFGeOP3S2", "method": "ωB97M-V/def2-TZVPD", "elements": ["Cd", "F", "Ge", "C", "C", "C", "C", "C", "C", "P", "C", "C", "C", "C", "C", "C", "C", "C", "C", "C", "C", "C", "C", "C", "C", "C", "C", "C", "P", "C", "C", "C", "C", "C", "C", "C", "C", "C", "C", "C", "C", "C", "C", "C", "C", "C", "C", "P", "C", "C", "C", "C", "C", "C", "C", "C", "C", "C", "C", "C", "H", "H", "H", "H", "H", "H", "H", "H", "H", "H", "H", "H", "H", "H", "H", "H", "H", "H", "H", "H", "H", "H", "H", "H", "H", "H", "H", "H", "H", "H", "H", "H", "H", "H", "H", "H", "H", "H", "H", "H", "H", "H", "C", "O", "C", "S", "S", "H", "H", "H", "Cl", "C", "H", "H"], "coordinates": [[-1.0044, -0.3615, 1.0541], [1.3444, 5.1224, 0.6154], [0.9546, 3.4011, 0.2922], [-0.5302, 3.8802, -0.9101], [-0.1970, 5.0430, -1.6162], [-1.1159, 5.6808, -2.4308], [-2.4121, 5.1953, -2.5155], [-2.7512, 4.0428, -1.8328], [-1.8139, 3.3405, -1.0656], [-2.3419, 1.7334, -0.3680], [-3.9332, 2.1695, 0.4592], [-4.1544, 3.4586, 0.9417], [-5.3188, 3.7720, 1.6248], [-6.2731, 2.7946, 1.8639], [-6.0492, 1.5014, 1.4185], [-4.8883, 1.1904, 0.7238], [-2.9625, 0.8079, -1.8376], [-3.3706, -0.5067, -1.6038], [-3.9338, -1.2771, -2.6064], [-4.1021, -0.7450, -3.8755], [-3.6711, 0.5472, -4.1329], [-3.0928, 1.3135, -3.1281], [0.9124, 2.9885, 2.2061], [0.4424, 4.0454, 2.9926], [0.6875, 4.0746, 4.3524], [1.4550, 3.0747, 4.9387], [1.9089, 2.0196, 4.1710], [1.5994, 1.9325, 2.8099], [2.0809, 0.4713, 1.8141], [3.8470, 0.3131, 2.3093], [4.7381, 1.2018, 1.7054], [6.0666, 1.2464, 2.0965], [6.5263, 0.3904, 3.0891], [5.6568, -0.5246, 3.6645], [4.3235, -0.5694, 3.2737], [1.3680, -0.9702, 2.7040], [0.8390, -0.9894, 3.9935], [0.3597, -2.1724, 4.5366], [0.3987, -3.3498, 3.8022], [0.9258, -3.3449, 2.5188], [1.4088, -2.1636, 1.9758], [2.6518, 3.0255, -0.6031], [3.7075, 3.8850, -0.2731], [4.9167, 3.8019, -0.9428], [5.0799, 2.8760, -1.9675], [4.0428, 2.0198, -2.2919], [2.8241, 2.0809, -1.6107], [1.4632, 0.9045, -1.9842], [0.9874, 1.4445, -3.6683], [1.3454, 2.6931, -4.1768], [0.9358, 3.0852, -5.4440], [0.1777, 2.2290, -6.2276], [-0.2018, 0.9933, -5.7213], [0.1767, 0.6148, -4.4419], [2.4636, -0.6098, -2.2814], [3.1377, -1.1190, -1.1702], [3.8922, -2.2761, -1.2635], [3.9857, -2.9483, -2.4768], [3.3322, -2.4417, -3.5891], [2.5771, -1.2774, -3.4946], [0.7895, 5.4710, -1.5015], [-0.8282, 6.5751, -2.9693], [-3.1559, 5.7092, -3.1113], [-3.7681, 3.6747, -1.8880], [-3.4070, 4.2275, 0.7963], [-5.4725, 4.7823, 1.9821], [-7.1801, 3.0362, 2.4027], [-6.7768, 0.7237, 1.6136], [-4.7438, 0.1727, 0.3914], [-3.2541, -0.9582, -0.6258], [-4.2378, -2.2933, -2.3866], [-4.5549, -1.3375, -4.6605], [-3.7803, 0.9708, -5.1227], [-2.7301, 2.3017, -3.3772], [-0.0882, 4.8661, 2.5305], [0.3198, 4.9014, 4.9463], [1.7007, 3.1201, 5.9924], [2.5273, 1.2551, 4.6268], [4.3872, 1.8657, 0.9236], [6.7426, 1.9493, 1.6257], [7.5600, 0.4318, 3.4079], [6.0128, -1.2059, 4.4273], [3.6613, -1.2984, 3.7249], [0.7781, -0.0798, 4.5742], [-0.0587, -2.1686, 5.5353], [0.0201, -4.2701, 4.2277], [0.9473, -4.2547, 1.9321], [1.8243, -2.1690, 0.9736], [3.5746, 4.6181, 0.5121], [5.7280, 4.4668, -0.6724], [6.0125, 2.8245, -2.5157], [4.1746, 1.2955, -3.0879], [1.9515, 3.3662, -3.5848], [1.2231, 4.0587, -5.8219], [-0.1220, 2.5251, -7.2250], [-0.8032, 0.3232, -6.3199], [-0.1611, -0.3369, -4.0416], [3.0793, -0.5961, -0.2210], [4.4054, -2.6527, -0.3872], [4.5677, -3.8578, -2.5537], [3.4064, -2.9523, -4.5412], [2.0808, -0.8973, -4.3792], [-2.2122, -5.3963, -0.8128], [-1.3993, -4.2549, -1.0993], [-1.5068, -3.1874, -0.3083], [-2.4932, -3.1347, 1.0314], [-0.5024, -1.9054, -0.8536], [-2.0284, -6.0913, -1.6267], [-3.2635, -5.1176, -0.7690], [-1.9277, -5.8365, 0.1416], [-2.1810, 1.8027, 3.3045], [-2.1223, 0.0372, 2.8921], [-3.1549, -0.2944, 2.8164], [-1.6714, -0.4277, 3.7641]], "largest_force_ev_per_a": 0.573, "e_homo_ev": -7.709, "lumo_energy_ev": 0.3, "total_energy_ev": -187778.13482}

---

Computed values of ΔE to the lowest compared entry with this formula, charge and spin (unit: eV) for the preceding records, in sequence: 0.170; 3.606; 0.000.
Computed values of Kohn-Sham gap (unit: eV) for the preceding records, in sequence: 5.6; 9.5; 8.0.